Formula: C40H45BrF8N2O26S2
Source: OMol25
Level of theory: ωB97M-V/def2-TZVPD

```
124
Properties=species:S:1:pos:R:3:forces:R:3
Br 6.349 0.656 0.380 -0.268 0.083 0.264
S 5.095 -3.296 -1.556 -0.543 0.211 0.237
S 2.353 -8.596 0.656 -0.254 -0.750 0.096
F -5.954 2.072 0.707 -0.044 -0.072 0.143
F -6.322 -7.322 1.516 -0.024 -0.023 0.132
F -9.015 6.325 5.789 -0.093 0.016 0.084
F 3.541 -11.683 0.615 0.153 0.056 0.015
F 9.130 5.918 -4.298 -0.090 -0.027 0.075
F -10.775 4.014 -0.903 -0.055 0.110 0.036
F 6.926 2.024 -5.282 0.113 0.082 -0.022
F 4.942 8.076 0.534 0.064 -0.052 0.008
O -4.325 -2.899 2.761 0.736 0.846 0.423
O -1.970 -7.181 2.373 0.119 -0.210 0.056
O 8.415 7.469 -7.281 -0.030 0.043 0.425
O -3.262 -5.806 1.168 -0.112 -0.272 0.171
O 5.427 5.159 -2.528 -0.021 0.103 -0.134
O -3.850 1.816 1.472 0.231 0.519 0.025
O -2.842 3.482 0.348 -0.204 -0.348 0.268
O 5.337 2.921 -2.366 0.298 0.246 -0.427
O -7.210 4.856 1.596 -0.089 -0.101 -0.169
O -9.584 9.977 3.340 0.059 -0.076 0.024
O 3.624 -14.507 -2.794 -0.027 0.013 0.092
O -9.243 4.650 0.621 0.781 0.269 -0.345
O 3.993 -13.004 -1.150 -0.492 0.144 -0.422
O -4.205 -7.520 2.279 0.147 0.653 0.013
O 2.189 4.908 1.965 0.022 0.088 -0.011
O 3.896 6.268 1.387 -0.375 -0.136 -0.457
O 8.484 7.931 -5.079 -0.339 -0.196 -0.498
O 6.447 3.870 -4.077 0.087 -0.155 0.527
O -7.369 4.302 -0.584 -0.375 0.278 0.496
O -9.617 7.806 2.743 -0.036 0.075 0.412
O -1.602 2.040 1.552 -0.200 -0.151 -0.080
O 1.888 6.502 0.401 0.376 -0.043 0.141
O -9.405 8.365 4.912 -0.433 -0.163 -0.430
O 1.892 -13.432 -1.836 0.404 0.124 0.110
O -3.670 -2.354 0.709 0.316 0.312 0.562
O 8.129 9.588 -6.572 0.067 -0.072 0.016
N 3.689 -4.069 -1.320 0.143 0.290 0.112
N 4.781 -1.883 -0.826 -0.200 -0.544 -0.165
C 3.413 0.434 0.764 0.696 -0.276 -0.909
C 4.958 -0.766 2.509 1.021 0.562 -0.171
C 0.873 -2.496 0.474 0.052 -0.505 -0.096
C -4.853 2.753 1.122 -0.398 -0.418 -0.062
C -0.884 -2.102 2.346 -0.423 -0.363 -0.030
C 4.763 0.428 1.547 -0.702 -0.092 0.610
C -9.538 8.832 3.634 0.119 0.470 -0.197
C 3.541 -1.963 -0.344 -0.137 -0.241 -0.091
C 3.210 -13.728 -2.005 0.103 -0.423 -0.248
C -0.595 -2.685 0.919 0.323 0.931 0.529
C -9.757 6.995 4.873 0.466 -0.013 0.266
C 2.897 -3.244 -0.634 0.005 1.081 0.492
C -3.448 -2.265 1.897 -0.694 -0.320 -0.910
C 1.796 -12.561 -0.707 -0.596 0.116 -0.029
C -4.226 3.515 -0.006 0.016 0.591 -0.396
C 1.541 -3.504 -0.192 -0.143 -0.049 -0.610
C 1.712 -5.895 0.476 -0.629 0.214 -0.220
C 4.092 7.062 0.230 0.376 0.278 0.191
C 2.844 -0.934 0.387 -0.620 -0.051 0.381
C 5.748 1.867 -3.239 -0.128 -0.680 0.373
C -2.659 2.408 1.160 0.615 -0.029 -0.032
C 5.707 4.085 -2.949 -0.354 0.289 0.340
C 8.327 6.530 -5.205 0.352 -0.035 0.379
C 2.614 5.805 1.317 -0.233 -0.290 0.320
C 2.709 7.577 -0.060 -0.354 0.219 -0.378
C -8.476 3.966 -1.420 0.289 -0.165 -0.656
C -5.244 -6.617 1.939 -0.262 -0.456 -0.206
C -7.874 4.623 0.638 0.194 -0.106 0.265
C 6.857 2.514 -4.020 -0.134 -0.073 -0.499
C 1.043 -7.301 0.508 1.059 0.612 0.131
C 3.173 -11.959 -0.657 0.221 -0.050 0.505
C 1.011 -4.896 -0.526 0.682 -0.433 0.867
C -9.385 6.598 3.470 -0.072 -0.460 -0.365
C -4.639 -5.822 0.814 -0.244 0.595 -0.320
C -9.610 4.686 -0.749 -0.571 -0.338 0.091
C 8.325 8.445 -6.336 0.047 0.495 -0.160
C 1.556 -1.233 0.743 -0.003 -0.050 -0.058
C -2.307 -1.465 2.523 -0.115 -0.297 0.437
C 8.791 6.266 -6.611 -0.012 -0.371 -0.451
C -3.042 -6.873 1.977 0.443 -0.027 -0.012
H -10.817 6.882 5.110 0.059 -0.053 0.143
H 1.334 -5.207 -1.535 -0.289 0.343 0.314
H -5.179 -2.968 2.311 0.296 -0.144 -0.205
H 7.287 6.259 -5.015 0.078 -0.083 0.162
H -5.515 -6.029 2.818 -0.112 -0.080 -0.006
H 1.714 -5.441 1.483 -0.070 -0.307 -0.332
H 2.764 -5.990 0.173 -0.388 0.123 0.041
H -8.336 6.316 3.379 -0.010 0.009 0.208
H -2.359 -0.433 2.101 0.055 -0.839 0.188
H -8.613 2.883 -1.426 -0.181 0.048 0.130
H -0.817 -2.917 3.092 0.140 0.319 -0.369
H 6.033 -0.797 2.770 -0.515 -0.023 0.025
H -0.080 -4.994 -0.446 0.368 0.189 -0.053
H -5.105 3.365 1.989 -0.176 -0.092 -0.026
H 8.306 5.399 -7.057 -0.107 0.168 -0.122
H 3.567 0.989 -0.183 -0.042 -0.058 0.507
H 2.547 7.770 -1.118 -0.127 -0.200 0.022
H 3.297 -11.069 -1.277 0.057 0.067 0.150
H 9.874 6.136 -6.675 -0.006 0.035 0.220
H -0.132 -1.352 2.634 -0.433 -0.238 -0.085
H -4.774 -6.313 -0.151 -0.049 -0.149 0.109
H 1.028 -0.426 1.265 -0.034 -0.498 -0.196
H -1.250 -2.142 0.212 0.301 -0.386 0.127
H -5.030 -4.810 0.750 0.228 0.049 0.013
H -10.001 5.786 3.088 -0.057 0.166 -0.156
H 4.758 1.334 2.174 0.265 -0.264 -0.499
H 4.725 -1.747 2.074 -0.236 0.398 0.196
H 4.908 1.573 -3.871 0.129 0.098 -0.175
H 2.675 1.013 1.347 0.227 -0.425 -0.185
H 4.523 6.450 -0.565 0.119 0.090 0.026
H 1.018 -11.814 -0.850 0.005 -0.089 -0.203
H -0.891 -3.744 0.936 0.163 0.443 -0.277
H -2.524 -1.420 3.605 0.163 0.226 -0.465
H 0.409 -7.422 1.398 0.133 0.069 -0.426
H -8.312 4.306 -2.440 0.188 0.087 0.098
H -4.366 3.026 -0.972 -0.107 -0.156 0.121
H 2.476 8.482 0.504 0.197 -0.030 0.086
H 4.423 -0.542 3.445 -0.128 -0.427 -0.407
H -9.741 5.722 -1.065 -0.136 -0.034 0.025
H -4.595 4.536 -0.070 0.227 0.045 0.078
H 1.565 -13.146 0.185 0.210 0.064 0.066
H 7.840 2.448 -3.549 0.040 -0.007 -0.141
H 6.084 1.000 -2.674 -0.087 0.152 0.221
H 3.559 -7.990 0.517 -0.739 0.381 -0.085
H 0.448 -7.485 -0.398 0.313 -0.001 0.264
```
Forces are in eV/Å.

Its total charge is 0. The calculated total energy comes out at -211879.166 eV.

Atom charges from the Löwdin analysis, given in e for atoms 1 to 6:
1 Br 0.6543
2 S 1.0000
3 S 0.6930
4 F 0.0721
5 F 0.0773
6 F 0.0768

Formula: C40H45BrFeN8SSeSi
Source: OMol25
Level of theory: ωB97M-V/def2-TZVPD

```
98
Properties=species:S:1:pos:R:3:forces:R:3
Br 1.716 7.472 0.509 0.018 0.106 0.010
Se 0.872 2.195 -2.303 0.086 0.165 -0.269
Fe 0.461 0.513 1.027 0.388 0.300 0.379
S 0.802 -0.255 -1.085 0.107 -0.060 0.207
Si -2.433 -0.647 0.995 -0.182 0.079 -0.086
N 1.742 1.728 -5.025 0.098 0.027 -0.102
N 2.435 0.256 1.221 0.092 -0.292 -0.580
N 3.213 -0.955 -1.963 -0.053 -0.007 -0.028
N 3.233 -0.240 0.192 -0.502 0.238 0.375
N 0.747 1.152 2.954 -0.292 -0.014 -0.086
N 0.899 2.904 0.752 0.064 -0.503 -0.220
N 0.097 0.452 -4.413 -0.021 -0.037 0.008
N 0.024 -1.658 2.009 -0.165 0.449 -0.275
C 1.394 -0.055 -8.265 -0.058 -0.061 0.005
C 1.467 1.954 5.503 0.198 -0.076 -0.083
C 0.924 1.430 -4.005 -0.128 -0.035 0.183
C -2.654 -0.942 -1.832 0.033 -0.028 0.005
C 2.995 0.543 2.335 -0.408 0.320 0.687
C -4.140 -0.480 1.766 -0.135 -0.062 0.019
C 0.792 -1.911 3.254 0.072 -0.020 -0.011
C -2.738 -3.006 -0.632 -0.040 0.029 -0.034
C -5.539 0.362 3.568 -0.007 -0.005 -0.020
C -2.805 -1.629 -3.030 0.051 0.025 0.014
C -2.908 -3.013 -3.029 0.027 -0.038 -0.005
C 1.951 0.873 -7.405 -0.018 -0.009 0.026
C -0.101 3.785 0.757 -0.064 0.046 -0.007
C 2.807 2.718 -5.012 -0.086 -0.027 0.018
C 1.620 -3.372 1.186 -0.008 -0.002 0.001
C -4.296 0.208 2.974 0.013 -0.008 -0.016
C 0.232 -2.771 1.046 0.030 -0.058 0.040
C 2.027 1.072 3.358 0.547 -0.270 -0.525
C 0.158 2.063 5.077 -0.108 -0.023 -0.070
C 2.540 -0.489 -0.881 0.251 -0.040 -0.135
C 1.419 0.929 -6.124 0.096 0.092 0.011
C -1.528 0.907 0.727 0.224 0.180 0.331
C 0.879 -3.390 3.594 -0.035 -0.030 -0.058
C 0.343 -0.893 -7.862 0.067 0.042 -0.035
C -6.540 -0.859 1.761 0.042 0.007 0.001
C -0.158 1.649 3.789 0.075 -0.061 0.086
C 0.088 5.157 0.697 0.004 -0.086 0.001
C -5.288 -1.009 1.174 -0.008 -0.009 0.005
C -2.880 -3.703 -1.825 -0.006 0.031 -0.013
C 2.144 3.384 0.680 0.051 0.021 -0.008
C 1.745 -4.095 2.537 -0.019 -0.011 -0.003
C -0.189 -0.829 -6.588 0.015 0.016 -0.007
C -1.425 -1.553 2.305 0.035 -0.289 0.108
C 2.442 4.733 0.616 -0.054 -0.037 0.005
C 4.442 0.387 2.661 -0.014 -0.059 -0.132
C -6.666 -0.173 2.959 0.000 0.003 0.012
C 0.375 0.103 -5.729 -0.096 -0.027 0.120
C -2.610 -1.615 -0.607 0.037 -0.094 -0.120
C 2.424 1.454 4.624 -0.182 0.120 0.264
C 1.386 5.629 0.621 0.023 -0.036 0.001
H 1.289 -3.523 4.596 0.007 0.002 -0.003
H 2.944 2.654 0.656 -0.022 0.011 -0.021
H 2.368 -2.580 1.096 0.015 -0.009 -0.003
H -1.862 1.631 1.485 -0.120 -0.007 -0.088
H -5.633 0.899 4.504 0.005 0.000 0.003
H 1.428 -5.134 2.431 0.015 -0.007 0.013
H 4.163 -1.258 -1.817 0.011 0.011 0.000
H -0.065 -1.603 -8.569 0.002 0.005 -0.014
H -1.169 1.711 3.408 -0.002 -0.002 0.020
H 1.809 -1.534 3.124 0.002 0.014 0.006
H 1.751 2.255 6.503 -0.004 0.006 -0.001
H 2.685 -1.422 -2.679 -0.002 0.012 -0.005
H -2.977 -4.781 -1.816 0.001 -0.004 0.000
H 2.789 -4.114 2.856 0.001 0.000 -0.001
H -0.757 5.829 0.702 -0.002 -0.001 -0.009
H 3.692 2.289 -5.476 0.012 0.003 0.005
H 1.775 -0.136 -9.273 -0.003 -0.005 -0.006
H -1.556 -0.926 3.195 0.054 0.014 -0.005
H 2.755 1.524 -7.721 0.006 0.000 0.001
H 3.024 2.977 -3.979 -0.001 0.000 -0.001
H -3.023 -3.553 -3.961 -0.017 -0.004 -0.001
H 4.807 1.230 3.246 0.000 0.027 -0.016
H -2.735 -3.563 0.299 0.007 0.000 0.007
H -1.006 -1.467 -6.282 0.008 -0.009 0.023
H -0.615 2.452 5.723 -0.002 0.009 -0.006
H 1.797 -4.066 0.362 0.006 0.015 -0.011
H -1.729 1.355 -0.252 0.003 0.045 0.023
H -2.585 0.141 -1.847 -0.001 0.009 -0.006
H -0.128 -3.816 3.611 0.007 -0.004 0.029
H -3.429 0.640 3.467 0.004 0.007 0.001
H -0.588 0.035 -3.798 -0.013 -0.056 -0.004
H 0.050 -2.408 0.038 -0.032 -0.004 0.007
H 5.025 0.299 1.749 -0.007 -0.021 -0.009
H 0.335 -1.332 4.056 -0.021 -0.011 0.002
H 4.596 -0.520 3.251 -0.002 0.009 0.013
H -7.639 -0.055 3.417 -0.001 -0.001 0.002
H -0.511 -3.558 1.232 0.024 -0.006 0.036
H -1.842 -2.537 2.571 0.016 0.024 0.050
H -1.099 3.369 0.798 0.021 0.020 -0.004
H -5.209 -1.549 0.237 -0.001 -0.003 -0.004
H 3.466 5.071 0.556 0.002 -0.003 -0.009
H -7.415 -1.279 1.282 -0.001 0.000 -0.008
H 3.455 1.360 4.929 0.011 0.006 0.007
H 2.501 3.610 -5.556 0.008 0.007 -0.007
H -2.861 -1.086 -3.968 -0.046 0.019 -0.003
```
Forces are in eV/Å.

For the relative energy (zero: lowest compared OMol25 entry of this formula, charge and spin), the calculation gives 0.0 kJ/mol. Its total charge is +1. Its spin multiplicity is 2.

Atom charges from the Löwdin analysis, given in e for atoms 1 to 6:
1 Br 0.7990
2 Se 0.8069
3 Fe 0.2290
4 S 0.7043
5 Si 0.5823
6 N -0.0591

Which value of total charge does entry 2 give?
+1

Which of these has the highest total charge?
C40H45BrFeN8SSeSi